1.
2 unconnected molecules or ions with the total composition C11H7FN2O in a non-equilibrium geometry. Source: OMol25; level of theory: wB97M-V/def2-TZVPD.

Last column: Mulliken charge in e.
CARTESIAN COORDINATES (ANGSTROEM)
C: 1.54491 2.39485 0.01593  0.180
C: -2.91679 -0.35545 0.17755  -0.225
C: -2.24619 0.30549 1.21005  -0.570
C: -2.53945 -0.31380 -1.09375  -0.465
C: -1.05326 0.98672 0.89964  -0.015
C: -1.30009 0.14726 -1.38063  -0.529
C: 2.51193 -1.29403 -0.70642  -0.442
C: 1.98459 -1.80158 1.27206  -0.069
C: -0.70602 0.90189 -0.37846  0.249
C: 1.98998 -0.15864 -0.07731  1.136
C: 1.76153 1.13054 -0.58828  -0.158
N: 1.29092 3.37458 0.56384  -0.467
N: 1.69808 -0.56881 1.26512  -0.418
O: 2.47065 -2.30706 0.13457  -0.322
F: 2.09470 1.18511 -1.89158  -0.331
H: -3.89740 -0.91381 0.44872  0.231
H: -2.65459 0.57236 2.23220  0.306
H: -3.30091 -0.76752 -1.73580  0.339
H: -0.30971 1.31041 1.66360  0.288
H: -0.88474 0.26814 -2.33500  0.458
H: 2.65017 -1.58693 -1.72893  0.392
H: 1.81167 -2.50973 2.03289  0.432

The calculation puts the HOMO energy (spin up / spin down) at -0.3120 / -0.3041 Eh. As for the relative energy (zero: lowest compared OMol25 entry of this formula, charge and spin): 3.2652 eV. As for the spin multiplicity: 1. The calculation puts the HOMO-LUMO gap (spin up / spin down) at 7.450 / 7.991 eV.

2.
2 unconnected molecules or ions with the total composition C11H7N6O7 in a non-equilibrium geometry. Source: OMol25; level of theory: wB97M-V/def2-TZVPD.

Last column: Mulliken charge in e.
CARTESIAN COORDINATES (ANGSTROEM)
C: 1.16618 -1.29534 -3.86971  -1.442
C: 0.66269 -1.76927 -2.57564  0.558
C: 0.53806 -0.94072 -1.48383  -0.479
N: 0.04848 -1.25257 -0.31054  -0.142
C: -0.27811 -2.57264 -0.05555  0.152
O: -0.63629 -3.07536 1.02547  -0.720
N: -0.17334 -3.40203 -1.15964  -0.031
C: 0.27472 -3.13606 -2.44032  0.524
O: 0.30309 -4.03728 -3.29340  -0.774
H: 1.13237 -2.12111 -4.57733  0.341
H: 0.54484 -0.47450 -4.23822  0.312
H: 2.19649 -0.93847 -3.78313  0.288
H: 0.88365 0.08628 -1.61143  0.404
H: -0.37860 -4.36473 -0.96663  0.198
O: -2.20307 4.75041 1.60835  -0.580
N: -1.03146 4.32083 1.58663  0.909
O: -0.03852 5.08544 1.56646  -0.626
C: -0.76863 2.89832 1.59378  -0.583
C: 0.54733 2.41730 1.64213  -0.094
C: 0.84039 1.02551 1.65846  -0.605
N: 2.22637 0.61107 1.80379  1.040
O: 3.11573 1.48781 1.83552  -0.648
O: 2.49711 -0.60537 1.87524  -0.604
C: -0.17353 0.03489 1.52059  -0.063
C: -1.51380 0.51302 1.52928  0.587
N: -2.63935 -0.20587 1.82215  -0.434
O: -3.59638 0.81115 2.17510  -0.120
N: -3.10149 2.08959 2.04280  -0.397
C: -1.80720 1.89335 1.67190  0.941
H: 1.35706 3.14713 1.58240  0.585
H: 0.00519 -0.98076 1.82531  0.502

The total charge is -1. The calculation puts the HOMO energy at -0.1879 Eh. As for the relative energy (zero: lowest compared OMol25 entry of this formula, charge and spin): 0.1366 eV. As for the spin multiplicity: 1. The calculation puts the HOMO-LUMO gap at 5.939 eV.